Record 1
Below is a structure of composition C5H6INO2S at a distorted geometry, with properties calculated with ωB97M-V/def2-TZVPD.

```
16
Properties=species:S:1:pos:R:3:forces:R:3
C 0.43954 -0.50531 0.13606 -1.7 3.0 -3.3
C -0.25561 0.52047 -0.50142 0.7 -1.5 4.0
C 0.24671 -0.59767 1.54013 -0.7 2.1 1.6
C 1.22577 -1.52872 -0.51473 1.6 -1.9 2.9
C -0.57439 0.85839 -1.86986 0.5 2.0 -0.7
N -0.51763 0.52845 2.01436 0.8 -0.9 -1.6
O 0.70839 -1.43757 2.24344 0.1 -0.9 0.9
O -0.83788 2.80427 0.95242 0.3 1.0 -0.4
S -1.27120 1.43712 0.76370 0.3 -1.4 -0.1
I -1.56182 0.37129 3.66707 -0.6 -0.2 1.3
H 0.89025 -1.66089 -1.47378 -0.3 -0.6 -2.5
H 1.15498 -2.46802 0.11059 -0.5 0.7 -0.9
H 2.31450 -1.40911 -0.42156 -0.2 0.6 -0.5
H -1.44768 1.52646 -1.89572 -0.5 -0.9 -0.1
H -0.62618 -0.04619 -2.43404 -0.3 -0.3 -0.9
H 0.11224 1.60702 -2.31666 0.4 -0.9 0.1
```
Forces are in eV/Å.

Its energy relative to the best compared isomer or geometry (same formula, charge and spin) is 8.6 kcal/mol. For the frontier orbital gap, the calculation gives 8.880 eV. The LUMO energy is -0.4 eV.

Mulliken atomic charge list, values in e, 5 entries: 0.280, 0.526, 0.549, -1.284, -1.258

Record 2
Below is a structure of composition C5H6LiMgO4Rb at a distorted geometry, with properties calculated with ωB97M-V/def2-TZVPD.

```
18
Properties=species:S:1:pos:R:3:forces:R:3
O 1.77408 -0.67686 -1.19970 0.6 -1.7 -0.5
C 1.91632 -0.14834 -0.06195 -3.4 2.5 -3.3
O 2.48626 1.00599 -0.13206 0.5 1.1 1.3
Mg 1.50924 1.70283 -1.77678 -0.6 -1.4 1.3
Rb 4.84956 2.48422 2.62276 0.0 0.0 0.1
O -0.40318 1.42653 -1.64153 1.3 1.5 -0.4
Li 0.54255 -1.61946 -2.30926 -0.2 0.4 0.9
C -0.85363 0.30468 -1.24814 -0.8 -2.1 -0.7
O -2.16000 0.34691 -1.08869 0.2 0.9 0.0
C -2.85292 -0.81019 -0.63199 -0.1 -0.6 0.2
H -3.72537 -0.45944 -0.07146 0.3 -0.1 -0.1
H -3.19103 -1.41686 -1.48200 0.1 0.3 0.2
H -2.20477 -1.42039 0.00888 -0.1 0.2 -0.1
C 0.92945 -0.49430 0.99534 2.8 0.0 3.6
C 0.44504 0.32851 2.00855 -1.9 -1.8 -2.1
H 1.10492 -1.51905 1.33718 -0.1 0.0 -0.2
H 0.08865 -0.16684 2.91539 0.2 -0.1 -0.2
H -0.25517 1.13205 1.75549 1.4 1.0 0.1
```
Forces are in eV/Å.

Its energy relative to the best compared isomer or geometry (same formula, charge and spin) is 70.2 kcal/mol. Its charge is +2. For the frontier orbital gap, the calculation gives 5.924 eV. The LUMO energy is -8.0 eV.

Mulliken atomic charge list, values in e, 5 entries: -0.681, 0.665, -0.808, 1.074, 0.998